(1)
The following is a DFT calculation (ωB97M-V/def2-TZVPD) of one molecule with the formula C4H9NO.

The geometry in ORCA input format:
```
! RIJCOSX wB97M-V def2-TZVPD def2/J DEFGRID3
* xyz 0 1
C 0.240 -0.199 1.533
N 0.224 -0.096 0.095
C 1.151 -1.010 -0.508
C -0.288 1.051 -0.599
C -1.737 0.677 -0.897
O -2.075 -0.050 -1.803
H 1.201 0.123 1.975
H 0.118 -1.260 1.790
H -0.583 0.328 2.027
H 0.912 -2.001 -0.113
H 1.079 -1.080 -1.598
H 2.198 -0.799 -0.221
H 0.220 1.283 -1.544
H -0.200 1.970 0.002
H -2.460 1.063 -0.139
*
```

**M**: 87.12 g/mol
**Orbital gap**: 0.335 Ha
**HOMO energy**: -8.2 eV
**Energy above the lowest of the compared OMol25 structures with the same formula, charge and spin**: 50.7 kcal/mol
**Total energy**: -287.75167 hartree
**Structure (SMILES)**: CN(C)CC=O
**Largest force on an atom**: 0.81 eV/Å
**LUMO energy**: 0.954 eV

=====

(2)
The following is a DFT calculation (ωB97M-V/def2-TZVPD) of C27H25NO2S5W as an isolated structure at a distorted geometry.

The geometry in ORCA input format:
```
! RIJCOSX wB97M-V def2-TZVPD def2/J DEFGRID3
* xyz 2 1
W 0.114 -0.195 0.083
S 1.903 -1.155 1.141
C 1.967 -2.907 0.878
C 2.769 -3.663 1.724
C 2.784 -5.044 1.587
C 2.026 -5.667 0.605
C 1.252 -4.914 -0.268
C 1.213 -3.538 -0.112
S 0.392 -2.460 -1.230
C -1.372 -2.907 -1.230
C -2.017 -1.685 -1.817
C -2.939 -1.717 -2.834
C -3.337 -0.525 -3.437
C -2.756 0.668 -3.059
C -1.827 0.617 -2.036
C 0.098 1.835 -2.418
S 1.512 1.137 -1.522
C 1.957 2.585 -0.581
C 2.895 3.457 -1.108
C 3.190 4.623 -0.412
C 2.556 4.895 0.791
C 1.633 4.002 1.323
C 1.335 2.835 0.634
S 0.242 1.655 1.374
N -1.515 -0.499 -1.368
H 3.360 -3.177 2.489
H 3.397 -5.638 2.252
H 2.051 -6.743 0.504
H 0.697 -5.396 -1.062
H -1.678 -3.083 -0.202
H -1.562 -3.792 -1.831
H -3.325 -2.666 -3.178
H -4.066 -0.539 -4.237
H -2.995 1.606 -3.540
H 0.275 2.893 -2.585
H -0.018 1.301 -3.362
H 3.390 3.232 -2.045
H 3.921 5.313 -0.810
H 2.791 5.801 1.331
H 1.158 4.205 2.273
C -6.555 2.006 1.875
C -5.252 1.264 1.922
C -4.289 1.560 2.881
C -3.081 0.879 2.927
C -2.841 -0.118 1.996
C -3.784 -0.435 1.020
C -4.982 0.253 0.994
S -1.275 -0.944 2.078
C -1.767 -2.659 2.253
O -0.617 -0.635 3.345
H -6.714 2.588 2.780
H -7.392 1.318 1.757
H -6.573 2.692 1.027
H -4.490 2.329 3.615
H -2.340 1.100 3.684
H -3.609 -1.228 0.303
H -5.733 -0.006 0.257
H -2.168 -2.702 3.265
H -0.872 -3.278 2.180
H -2.536 -2.963 1.547
O -1.113 1.692 -1.634
*
```

**M**: 739.68 g/mol
**Orbital gap (spin up / spin down)**: 0.237 / 0.238 Ha
**HOMO energy (spin up / spin down)**: -14.0 / -13.9 eV
**Energy above the lowest of the compared OMol25 structures with the same formula, charge and spin**: 13.3 kcal/mol
**Total energy**: -3306.62873 hartree
**Largest force on an atom**: 1.30 eV/Å
**LUMO energy (spin up / spin down)**: -7.515 / -7.430 eV

=====

(3)
The following is a DFT calculation (ωB97M-V/def2-TZVPD) of C32H38N2O2PPdS as an isolated structure at a distorted geometry.

The geometry in ORCA input format:
```
! RIJCOSX wB97M-V def2-TZVPD def2/J DEFGRID3
* xyz 3 1
Pd 0.161 -0.162 -0.433
C 4.599 -0.437 -0.970
C 3.304 -0.692 -0.264
O 2.310 0.016 -0.521
N 3.279 -1.687 0.622
C 2.074 -2.138 1.304
C 1.310 -3.099 0.417
C 1.259 -4.465 0.658
C 0.584 -5.281 -0.238
C 0.005 -4.712 -1.361
C 0.096 -3.340 -1.531
N 0.720 -2.559 -0.654
H 4.748 0.626 -1.146
H 4.553 -0.912 -1.952
H 5.449 -0.840 -0.429
H 4.123 -2.224 0.778
H 1.435 -1.251 1.509
H 2.362 -2.610 2.245
H 1.736 -4.880 1.531
H 0.521 -6.345 -0.070
H -0.512 -5.318 -2.086
H -0.339 -2.855 -2.396
C -6.042 3.580 -0.499
C -5.240 3.947 -1.574
C -3.953 3.454 -1.698
C -3.497 2.536 -0.753
C -4.307 2.153 0.324
C -5.580 2.669 0.446
P -1.883 1.735 -0.780
C -0.796 2.272 -2.128
C -0.098 1.351 -2.928
C 0.726 1.817 -3.939
C 0.896 3.183 -4.131
C 0.254 4.097 -3.305
C -0.582 3.644 -2.300
C -2.333 -0.037 -0.989
C -3.329 -0.460 -1.881
C -3.729 -1.783 -1.844
C -3.203 -2.670 -0.911
C -2.217 -2.258 -0.021
C -1.757 -0.956 -0.106
H -7.029 4.006 -0.397
H -5.625 4.620 -2.326
H -3.338 3.728 -2.543
H -3.930 1.446 1.052
H -6.208 2.383 1.276
H -0.284 0.273 -2.839
H 1.215 1.114 -4.599
H 1.538 3.531 -4.923
H 0.412 5.156 -3.448
H -1.070 4.355 -1.645
H -3.785 0.237 -2.569
H -4.494 -2.130 -2.525
H -3.560 -3.688 -0.877
H -1.837 -2.939 0.730
C -0.836 5.862 1.248
C -1.146 4.468 1.782
C -0.090 3.834 2.678
S 1.088 2.690 1.828
O 0.242 1.840 0.896
C 1.971 3.882 0.752
C 2.856 3.189 -0.277
C 4.136 3.979 -0.524
H -1.747 6.288 0.833
H -0.092 5.884 0.453
H -0.499 6.521 2.042
H -1.379 3.779 0.960
H -2.057 4.545 2.381
H -0.561 3.218 3.444
H 0.530 4.577 3.176
H 2.570 4.482 1.439
H 1.220 4.500 0.269
H 2.308 3.052 -1.215
H 3.117 2.192 0.088
H 3.906 4.980 -0.881
H 4.754 3.486 -1.269
H 4.717 4.071 0.391
*
```

**M**: 652.13 g/mol
**Orbital gap (spin up / spin down)**: 0.169 / 0.169 Ha
**HOMO energy (spin up / spin down)**: -16.9 / -16.9 eV
**Energy above the lowest of the compared OMol25 structures with the same formula, charge and spin**: 57.8 kcal/mol
**Total energy**: -2368.50980 hartree
**Largest force on an atom**: 3.75 eV/Å
**LUMO energy (spin up / spin down)**: -12.346 / -12.345 eV

=====

(4)
The following is a DFT calculation (ωB97M-V/def2-TZVPD) of a 2-piece molecular cluster, C4H9FS2 overall at a distorted geometry.

The geometry in ORCA input format:
```
! RIJCOSX wB97M-V def2-TZVPD def2/J DEFGRID3
* xyz 0 1
C 0.570 -2.710 -0.166
C 0.162 0.059 -2.665
C -0.899 2.290 2.353
C -0.059 1.149 -0.170
F 1.041 0.366 0.061
S -0.831 0.997 -1.731
S -0.158 2.736 0.659
H -0.354 -3.191 -0.391
H 0.786 -1.777 -0.675
H 0.563 -2.543 0.868
H 1.087 -0.270 -2.295
H -0.204 -0.337 -3.512
H 1.432 -3.421 -0.249
H -0.446 2.918 2.965
H -0.777 1.144 2.589
H -1.914 2.590 2.358
*
```

**M**: 140.25 g/mol
**Orbital gap (spin up / spin down)**: 0.275 / 0.287 Ha
**HOMO energy (spin up / spin down)**: -7.7 / -7.8 eV
**Energy above the lowest of the compared OMol25 structures with the same formula, charge and spin**: 80.7 kcal/mol
**Total energy**: -1053.90163 hartree
**Largest force on an atom**: 5.55 eV/Å
**LUMO energy (spin up / spin down)**: -0.233 / 0.004 eV

=====

(5)
The following is a DFT calculation (ωB97M-V/def2-TZVPD) of C17H23Br2N2O2PtS as an isolated structure.

The geometry in ORCA input format:
```
! RIJCOSX wB97M-V def2-TZVPD def2/J DEFGRID3
* xyz 1 3
Pt 0.652 -0.571 -0.712
Br -1.074 5.884 0.772
C -0.604 4.104 0.438
C 0.092 3.377 1.388
C 0.396 2.062 1.091
N 0.049 1.487 -0.058
C -0.609 2.194 -0.984
C -0.960 3.515 -0.762
C -0.945 1.469 -2.242
C -1.580 2.077 -3.308
C -1.860 1.325 -4.437
Br -2.703 2.127 -5.900
C -1.519 -0.014 -4.475
C -0.885 -0.548 -3.371
N -0.595 0.177 -2.287
H 0.391 3.817 2.328
H 0.941 1.446 1.795
H -1.505 4.089 -1.497
H -1.857 3.120 -3.278
H -1.736 -0.629 -5.335
H -0.601 -1.590 -3.340
C -1.179 -4.645 2.578
C -1.827 -3.787 1.498
S -0.763 -2.400 1.069
O -1.325 -1.814 -0.232
C -1.249 -1.251 2.386
C -2.583 -0.573 2.117
H -1.802 -5.517 2.775
H -1.066 -4.105 3.519
H -0.195 -4.996 2.266
H -2.800 -3.394 1.793
H -1.941 -4.328 0.558
H -0.433 -0.530 2.437
H -1.241 -1.832 3.309
H -2.631 -0.214 1.089
H -2.699 0.277 2.789
H -3.425 -1.244 2.280
C 4.298 -0.356 1.319
C 3.379 0.194 0.243
C 4.136 0.628 -0.998
O 2.446 -0.821 -0.104
H 4.940 0.434 1.710
H 4.927 -1.148 0.909
H 3.715 -0.772 2.142
H 2.857 1.070 0.647
H 4.765 -0.187 -1.359
H 4.769 1.489 -0.777
H 3.437 0.902 -1.791
*
```

**M**: 674.34 g/mol
**Orbital gap (spin up / spin down)**: 0.276 / 0.291 Ha
**HOMO energy (spin up / spin down)**: -11.2 / -11.8 eV
**Energy above the lowest of the compared OMol25 structures with the same formula, charge and spin**: 3.1 kcal/mol
**Total energy**: -6586.82602 hartree
**Largest force on an atom**: 0.37 eV/Å
**LUMO energy (spin up / spin down)**: -3.727 / -3.874 eV

=====

(6)
The following is a DFT calculation (ωB97M-V/def2-TZVPD) of one molecule with the formula C16H29NO.

The geometry in ORCA input format:
```
! RIJCOSX wB97M-V def2-TZVPD def2/J DEFGRID3
* xyz 0 1
C 3.619 2.989 -0.146
C 3.070 1.802 0.634
C 2.961 0.552 -0.236
C 2.389 -0.637 0.533
C 2.250 -1.873 -0.354
C 1.582 -3.057 0.350
C 0.098 -2.854 0.657
C -0.782 -2.888 -0.602
N -2.117 -2.399 -0.359
C -2.493 -1.096 -0.280
C -3.722 -0.765 0.192
C -4.236 0.578 0.221
O -5.331 0.863 0.678
C -3.338 1.642 -0.391
C -1.851 1.342 -0.202
C -1.497 1.364 1.287
H -1.727 2.338 1.713
H -0.436 1.172 1.432
H -2.066 0.614 1.831
C -1.008 2.390 -0.932
H 0.053 2.174 -0.818
H -1.199 3.380 -0.524
H -1.243 2.408 -1.994
C -1.555 -0.044 -0.794
H -0.522 -0.307 -0.570
H -1.657 0.001 -1.884
H -3.601 2.610 0.040
H -3.572 1.682 -1.459
H -4.378 -1.535 0.573
H -2.747 -3.051 0.086
H -0.332 -2.294 -1.399
H -0.862 -3.916 -0.965
H -0.236 -3.639 1.339
H -0.050 -1.902 1.169
H 1.691 -3.948 -0.273
H 2.110 -3.245 1.288
H 3.246 -2.182 -0.679
H 1.690 -1.610 -1.254
H 3.038 -0.871 1.380
H 1.415 -0.355 0.939
H 3.950 0.293 -0.621
H 2.321 0.768 -1.096
H 3.722 1.593 1.486
H 2.083 2.056 1.030
H 2.970 3.229 -0.985
H 3.691 3.866 0.493
H 4.610 2.765 -0.534
*
```

**M**: 251.41 g/mol
**Orbital gap**: 0.325 Ha
**HOMO energy**: -8.1 eV
**Energy above the lowest of the compared OMol25 structures with the same formula, charge and spin**: 0.0 kcal/mol
**Total energy**: -757.07137 hartree
**Structure (SMILES)**: CCCCCCCCNC1=CC(=O)CC(C)(C)C1
**Largest force on an atom**: 0.52 eV/Å
**LUMO energy**: 0.752 eV

=====

(7)
The following is a DFT calculation (ωB97M-V/def2-TZVPD) of a 2-piece molecular cluster, CClNOS2 overall at a distorted geometry.

The geometry in ORCA input format:
```
! RIJCOSX wB97M-V def2-TZVPD def2/J DEFGRID3
* xyz 0 1
C 2.284 -0.398 -0.083
N 2.149 -1.500 -0.358
O -3.419 0.660 0.736
S -0.899 -0.318 -0.136
S -2.641 0.401 -0.459
Cl 2.526 1.154 0.300
*
```

**M**: 141.60 g/mol
**Orbital gap**: 0.306 Ha
**HOMO energy**: -10.3 eV
**Energy above the lowest of the compared OMol25 structures with the same formula, charge and spin**: 7.5 kcal/mol
**Total energy**: -1424.61016 hartree
**Largest force on an atom**: 1.53 eV/Å
**LUMO energy**: -1.964 eV

=====

(8)
The following is a DFT calculation (ωB97M-V/def2-TZVPD) of C38H31BCrF3NO6 as an isolated structure at a distorted geometry.

The geometry in ORCA input format:
```
! RIJCOSX wB97M-V def2-TZVPD def2/J DEFGRID3
* xyz 3 4
O 3.828 0.728 6.179
C 3.552 0.618 5.053
Cr 3.033 0.149 3.291
C 1.518 -0.610 4.119
O 0.633 -1.113 4.691
C 3.875 -1.503 3.695
O 4.322 -2.487 4.130
C 4.505 1.237 2.117
C 3.590 2.144 2.664
C 2.214 1.939 2.503
C 1.714 0.871 1.719
C 0.290 0.564 1.681
C -0.888 0.287 1.877
C -2.208 -0.016 2.262
C -2.573 -1.415 2.421
C -1.629 -2.396 2.036
C -1.841 -3.742 2.314
C -3.015 -4.144 2.962
C -4.019 -3.205 3.230
C -3.831 -1.862 2.902
C -3.035 1.110 2.704
C -2.829 2.357 2.072
C -3.494 3.507 2.489
C -4.403 3.434 3.552
C -4.617 2.212 4.205
C -3.914 1.071 3.815
C 2.659 -0.046 1.205
C 4.035 0.145 1.376
H 5.575 1.370 2.288
H 3.943 2.995 3.250
H 1.491 2.595 2.998
H -0.710 -2.071 1.545
H -1.080 -4.469 2.028
H -3.154 -5.188 3.245
H -4.953 -3.515 3.698
H -4.642 -1.144 3.036
H -2.131 2.405 1.239
H -3.302 4.453 1.981
H -4.938 4.329 3.873
H -5.332 2.153 5.029
H -3.999 0.154 4.398
H 2.278 -0.921 0.673
H 4.731 -0.583 0.955
C -6.915 -4.393 -0.181
O -6.221 -4.511 -1.440
C -5.184 -3.675 -1.709
C -4.658 -2.734 -0.784
C -3.631 -1.887 -1.204
C -3.059 -2.073 -2.488
N -2.034 -1.123 -2.645
C -1.060 -1.117 -3.693
O 0.060 -0.677 -3.563
O -1.555 -1.741 -4.779
C -0.851 -1.636 -6.082
C 0.615 -1.973 -5.956
C -1.039 -0.239 -6.635
C -1.548 -2.667 -6.945
C -1.989 -0.323 -1.504
B -1.086 1.033 -1.634
F -1.640 1.963 -0.734
F 0.220 0.695 -1.299
F -1.323 1.457 -2.952
C -2.959 -0.747 -0.631
C -3.561 -2.986 -3.393
C -4.635 -3.780 -3.021
H -7.720 -5.123 -0.254
H -6.256 -4.641 0.662
H -7.330 -3.385 -0.048
H -5.045 -2.654 0.234
H 0.740 -2.988 -5.559
H 1.087 -1.938 -6.948
H 1.113 -1.258 -5.296
H -2.106 -0.024 -6.773
H -0.595 0.507 -5.966
H -0.550 -0.163 -7.613
H -2.614 -2.437 -7.044
H -1.114 -2.694 -7.950
H -1.443 -3.666 -6.506
H -3.253 -0.287 0.303
H -3.143 -3.071 -4.383
H -5.063 -4.494 -3.722
*
```

**M**: 717.47 g/mol
**Orbital gap (spin up / spin down)**: 0.233 / 0.120 Ha
**HOMO energy (spin up / spin down)**: -16.4 / -16.2 eV
**Total energy**: -3340.75390 hartree
**Largest force on an atom**: 5.75 eV/Å
**LUMO energy (spin up / spin down)**: -10.098 / -12.912 eV